{
  "formula": "C46H37Br4N3O9PSW",
  "method": "wB97M-V/def2-TZVPD",
  "elements": ["W", "O", "C", "O", "C", "C", "C", "C", "C", "C", "P", "C", "C", "C", "C", "C", "C", "C", "C", "C", "C", "C", "C", "H", "H", "H", "H", "H", "H", "H", "H", "H", "H", "H", "H", "H", "H", "O", "S", "O", "N", "C", "C", "C", "C", "C", "C", "C", "C", "N", "C", "C", "C", "C", "C", "C", "C", "H", "H", "H", "H", "H", "H", "H", "H", "H", "H", "H", "Br", "C", "C", "Br", "C", "Br", "C", "O", "C", "O", "C", "Br", "C", "O", "H", "H", "H", "O", "C", "O", "C", "N", "C", "C", "C", "H", "H", "H", "H", "H", "H", "H", "H", "H"],
  "positions_angstrom": [[0.19009, -0.42433, 1.37740], [2.55870, -2.68301, -0.79894], [1.43315, -2.21059, -0.89406], [0.80207, -1.73431, 0.14101], [0.71139, -2.19418, -2.17918], [1.36344, -2.77640, -3.27386], [0.78106, -2.82644, -4.51912], [-0.49584, -2.30052, -4.69949], [-1.15679, -1.72694, -3.63018], [-0.57009, -1.63057, -2.36741], [-1.43725, -0.95067, -0.90438], [-2.34282, -2.52551, -0.54298], [-3.46406, -2.89380, -1.28720], [-4.12325, -4.08678, -1.03541], [-3.66054, -4.94310, -0.04830], [-2.52700, -4.60436, 0.67722], [-1.86839, -3.40935, 0.42946], [-2.80953, 0.09638, -1.51984], [-3.94845, 0.21678, -0.71985], [-4.95488, 1.11016, -1.04639], [-4.83727, 1.91786, -2.17058], [-3.69862, 1.82987, -2.95584], [-2.69018, 0.93501, -2.62736], [2.34390, -3.19548, -3.09330], [1.30154, -3.28688, -5.34933], [-0.97403, -2.34874, -5.67018], [-2.15849, -1.34356, -3.77723], [-3.83616, -2.23142, -2.05938], [-5.00784, -4.34275, -1.60714], [-4.18657, -5.86693, 0.16015], [-2.16016, -5.26101, 1.45560], [-0.99880, -3.15177, 1.01560], [-4.03959, -0.40017, 0.16540], [-5.83394, 1.18131, -0.41774], [-5.62330, 2.61830, -2.42427], [-3.58888, 2.46425, -3.82777], [-1.80331, 0.88805, -3.24455], [2.12605, 0.48507, -1.73071], [1.57175, 1.72793, -1.19456], [2.52021, 2.66264, -0.63515], [0.32925, 1.35053, -0.25670], [-0.49097, 2.43556, 0.11758], [-0.95028, 3.42379, -0.73919], [-1.77235, 4.45685, -0.27435], [-2.15907, 4.52157, 1.03519], [-1.76245, 3.50858, 1.92925], [-2.18754, 3.47211, 3.26689], [-1.83652, 2.39095, 4.03237], [-1.05777, 1.38329, 3.48805], [-0.57316, 1.40206, 2.25029], [-0.93211, 2.45751, 1.46313], [1.00124, 2.51586, -2.69056], [0.26243, 1.78050, -3.60479], [-0.20706, 2.39875, -4.75204], [0.07100, 3.74114, -4.98063], [0.84647, 4.45765, -4.07628], [1.32180, 3.84366, -2.92878], [-0.69610, 3.39327, -1.78439], [-2.11594, 5.20998, -0.97314], [-2.80175, 5.31856, 1.38841], [-2.80106, 4.27265, 3.66014], [-2.16701, 2.31048, 5.05878], [-0.79710, 0.51164, 4.06998], [0.07696, 0.73115, -3.40695], [-0.79039, 1.83757, -5.47148], [-0.30118, 4.23209, -5.87090], [1.07805, 5.49842, -4.26343], [1.92393, 4.37291, -2.20221], [1.29229, -4.53666, 7.08877], [1.34884, -3.01865, 5.96752], [2.07552, -1.89313, 6.32637], [3.02004, -1.85537, 7.96245], [2.10556, -0.77753, 5.47913], [3.13749, 0.75461, 5.86973], [1.40177, -0.75616, 4.27488], [1.37215, 0.22472, 3.44532], [0.67236, -1.92752, 3.91492], [0.05117, -1.85796, 2.76085], [0.65354, -3.02391, 4.74602], [-0.32899, -4.52357, 4.15552], [-2.68632, -1.15907, 2.57899], [-1.82908, -0.70507, 1.58269], [-3.29829, -0.32973, 2.96397], [-2.13248, -1.60716, 3.41305], [-3.35978, -1.92690, 2.17571], [2.80542, -1.85598, 2.19084], [3.15762, -0.88315, 1.54760], [2.40207, 0.08566, 1.16733], [4.62329, -0.80681, 1.08029], [4.62802, -0.69379, -0.40101], [5.82224, 0.07462, -0.78491], [5.80991, 1.18201, 0.26379], [5.35256, 0.46768, 1.55183], [5.13486, -1.71556, 1.38771], [3.77406, -0.14415, -0.69107], [4.41221, -1.60081, -0.82851], [5.72703, 0.45030, -1.80299], [6.71249, -0.55223, -0.70705], [5.06779, 1.92903, -0.01432], [6.77948, 1.66666, 0.37016], [4.67543, 1.09638, 2.12675], [6.20109, 0.20611, 2.18325]],
  "spin_multiplicity": 3,
  "fmax_ev_per_a": 3.87,
  "charge": -1,
  "orbital_gap_ev": [5.68, 6.21],
  "energy_ev": -373324.1654
}